Entry 1:
{
  "formula": "C8H5ClN2O2",
  "method": "ωB97M-V with the def2-TZVPD basis set",
  "homo_ha": -0.3723,
  "total_charge": 0,
  "e_tot_ev": -27969.61577,
  "smiles": "N#C[C@@](Cl)(c1ccccc1)[N+](=O)[O-]",
  "symbols": ["C", "C", "C", "C", "C", "C", "C", "C", "N", "N", "O", "O", "Cl", "H", "H", "H", "H", "H"],
  "coordinates": [[-1.5099, 2.1901, -0.8280], [2.2581, -1.1503, 0.5011], [1.0701, -1.9068, 0.2772], [2.1928, 0.2173, 0.2927], [-0.1066, -1.2805, -0.1375], [1.0559, 0.8293, -0.1658], [-0.1086, 0.0303, -0.4487], [-1.3444, 0.7426, -0.6390], [-1.5889, 3.3201, -0.9858], [-2.0076, 0.3850, 0.7112], [-2.8631, -0.4134, 0.7587], [-1.5664, 1.0923, 1.6036], [-2.5026, -0.0663, -1.9802], [3.0547, -1.7853, 0.8301], [1.0073, -3.0864, 0.3462], [2.8760, 0.9363, 0.4825], [-0.9344, -1.9879, -0.3921], [1.0178, 1.9334, -0.2262]],
  "forces_ev_per_a": [[0.98, -0.98, 0.00], [-2.27, -1.75, -0.31], [0.47, -1.23, -0.06], [-1.68, -1.08, -0.39], [0.14, -3.36, -0.89], [-2.00, -0.74, -0.58], [3.20, 3.05, 0.16], [-3.70, -0.89, -1.37], [-0.13, 0.29, -0.06], [-0.05, 3.00, 0.42], [-1.14, -1.56, 0.49], [-0.19, -0.66, -0.02], [1.49, 0.97, 1.19], [0.92, 0.58, 0.18], [0.54, 2.73, 0.14], [3.06, 1.36, 0.85], [0.41, 1.14, 0.42], [-0.05, -0.86, -0.17]],
  "mulliken_charge": [0.01, -0.57, -0.35, -0.59, -0.38, -0.42, 0.46, 0.91, -0.40, 0.93, -0.50, -0.56, -0.16, 0.39, 0.24, 0.48, 0.25, 0.27]
}

***

Entry 2:
{
  "formula": "C9H13NO2",
  "method": "ωB97M-V with the def2-TZVPD basis set",
  "homo_ha": -0.3274,
  "total_charge": 0,
  "e_tot_ev": -15129.23325,
  "smiles": "Cc1ccc(O)cc1.CC(N)=O",
  "symbols": ["C", "C", "O", "N", "H", "H", "H", "H", "H", "C", "C", "C", "C", "C", "C", "C", "O", "H", "H", "H", "H", "H", "H", "H", "H"],
  "coordinates": [[0.2293, -2.5848, 2.6484], [1.5631, -2.2351, 2.0629], [2.6174, -2.5891, 2.5468], [1.5062, -1.4035, 0.9849], [2.3350, -1.0861, 0.5107], [0.6430, -1.1204, 0.5513], [-0.6476, -2.2973, 2.0566], [0.0967, -2.1135, 3.6297], [0.1314, -3.6559, 2.7937], [-2.2265, -0.4286, -0.3172], [0.7914, 2.1639, -1.8114], [-0.3692, 1.9731, -2.5441], [0.8426, 1.7993, -0.4813], [-1.4100, 1.2465, -2.0036], [-0.2234, 1.0784, 0.0433], [-1.2665, 0.6448, -0.7614], [1.8501, 2.7694, -2.4502], [2.2135, 3.5066, -1.9465], [-0.3903, 2.3940, -3.5409], [1.6428, 2.1435, 0.1620], [-2.3057, 1.1267, -2.5976], [-0.2387, 0.8149, 1.0891], [-3.2240, -0.3288, -0.7389], [-2.3746, -0.4522, 0.7673], [-1.7861, -1.3656, -0.6535]],
  "forces_ev_per_a": [[-1.08, -0.19, 0.36], [0.27, 0.63, -0.25], [-0.02, -0.23, 0.07], [-0.22, 0.09, -0.44], [0.20, -0.20, 0.25], [0.03, -0.18, 0.21], [0.35, 0.16, -0.16], [0.29, -0.08, -0.16], [0.29, -0.16, 0.10], [0.04, 0.35, 0.36], [0.23, 0.57, -0.08], [0.36, 0.07, -0.12], [-0.40, 0.20, 0.34], [0.30, -0.25, -0.55], [0.19, -0.27, -0.08], [-0.88, 0.49, 0.28], [0.04, 0.19, -0.21], [-0.08, -0.23, 0.16], [-0.19, -0.03, 0.00], [0.15, -0.17, -0.07], [-0.08, -0.29, 0.04], [0.17, -0.12, 0.17], [0.05, 0.03, -0.30], [0.28, -0.07, -0.07], [-0.27, -0.33, 0.13]],
  "mulliken_charge": [-0.76, 0.61, -0.62, -0.28, 0.19, 0.14, 0.18, 0.23, 0.31, -1.40, 0.43, -0.35, -0.48, -0.51, -0.80, 0.57, -0.55, 0.32, 0.40, 0.40, 0.37, 0.58, 0.44, 0.31, 0.28]
}

***

Entry 3:
{
  "formula": "C3H11N2",
  "method": "ωB97M-V with the def2-TZVPD basis set",
  "homo_ha": -0.5473,
  "total_charge": 1,
  "e_tot_ev": -6261.34299,
  "symbols": ["C", "N", "H", "H", "H", "H", "C", "N", "C", "H", "H", "H", "H", "H", "H", "H"],
  "coordinates": [[-1.9004, 1.5727, -0.3785], [-1.7656, 0.3284, -0.2969], [-2.8729, 2.0169, -0.1009], [-1.0592, 2.2990, -0.4395], [-0.4474, -0.3420, -0.1247], [-2.7003, -0.1495, -0.4969], [1.6176, 0.4640, -0.2357], [0.6820, -0.7115, -0.1931], [1.0319, -1.5730, 0.9827], [1.3120, 1.4376, 0.2078], [2.4357, 0.3154, 0.4955], [2.0299, 0.7243, -1.2290], [0.6618, -1.2528, -1.0189], [1.4985, -0.9498, 1.8234], [2.0647, -2.0524, 0.7903], [0.1676, -2.1473, 1.3124]],
  "forces_ev_per_a": [[-0.37, 1.96, 1.60], [-1.19, -1.63, -1.62], [0.18, 0.05, -1.14], [-0.34, -0.84, 0.15], [1.27, -0.06, -0.41], [1.49, 0.51, 1.28], [1.37, 1.14, 0.34], [-0.96, 1.86, 2.48], [3.06, 0.78, 0.86], [-1.26, -0.84, -0.49], [0.01, -0.65, -0.94], [-0.36, -0.65, 0.47], [0.53, -0.61, -1.24], [-1.81, -0.24, -0.89], [-2.16, -0.44, -0.34], [0.54, -0.34, -0.10]],
  "mulliken_charge": [-0.18, -0.42, 0.26, 0.21, 0.42, 0.23, -0.81, -0.12, -0.91, 0.28, 0.30, 0.34, 0.34, 0.34, 0.39, 0.33]
}